Record 1
A structure of composition C8H16Ag3BBr8F4 in a non-equilibrium geometry, computed with the ωB97M-V functional and the def2-TZVPD basis.

Each line ends with the Mulliken charge.
Cartesian coordinates (Å):
Ag1 -4.24653 1.42482 0.74076  0.847
Ag2 -1.45570 3.15266 2.32507  0.582
Ag3 -2.95172 -2.51062 1.35113  0.609
B1 -1.69124 0.41589 0.99234  1.010
F1 -0.36499 -0.01352 0.92834  -0.347
F2 -1.74623 1.73361 0.45122  -0.436
F3 -2.54567 -0.44265 0.31097  -0.368
F4 -2.02121 0.48769 2.37546  -0.414
Br1 0.19836 3.04696 -4.27720  -0.103
C1 -1.21734 2.22155 -3.22147  -0.276
C2 -1.54558 0.90178 -3.90430  -0.168
Br2 -2.88003 -0.09219 -2.82900  -0.236
H1 -2.04998 2.91262 -3.30217  0.410
H2 -0.81147 2.12249 -2.22250  -0.111
H3 -0.63727 0.30908 -3.98733  0.017
H4 -1.93885 1.03298 -4.90684  0.455
Br3 -1.18816 -3.98648 0.04295  -0.109
C3 -0.67859 -3.15197 -1.68381  -0.093
C4 0.66138 -2.48696 -1.58170  -0.059
Br4 1.05276 -1.69204 -3.32790  -0.114
H5 -1.41386 -2.37478 -1.90006  -0.085
H6 -0.79896 -3.86349 -2.49673  0.505
H7 1.51778 -3.13793 -1.41000  0.456
H8 0.72374 -1.76804 -0.76790  -0.228
Br5 3.56950 1.89430 -1.76748  -0.098
C5 2.96183 2.86838 -0.18235  -0.614
C6 2.04984 1.93458 0.59730  -0.369
Br6 1.26440 2.95838 2.13185  -0.085
H9 2.35722 3.72437 -0.46622  0.423
H10 3.84179 3.11403 0.40123  0.428
H11 2.55494 1.08365 1.04384  0.475
H12 1.21501 1.61960 -0.01832  0.045
Br7 1.75110 -2.56653 1.90166  -0.063
C7 1.51475 -1.27907 3.37082  -0.143
C8 0.46521 -1.74976 4.35182  -0.507
Br8 1.09165 -3.38336 5.22988  -0.117
H13 1.20720 -0.34874 2.89304  -0.219
H14 2.47307 -1.10470 3.85144  0.491
H15 -0.46604 -1.93524 3.81030  0.153
H16 0.17789 -1.07136 5.15185  0.455

Cartesian forces (eV/Å) of the 2 atoms listed first:
Ag -0.092 -0.031 -0.412
Ag 0.787 0.141 0.240

## Properties
largest force on an atom = 3.705 eV/A
net charge = +2
energy above the lowest of the compared OMol25 structures with the same formula, charge and spin = 0.000 eV

Record 2
A structure of composition C36H90BF4N6NaO12 in a non-equilibrium geometry, computed with the ωB97M-V functional and the def2-TZVPD basis.

Each line ends with the Mulliken charge.
Cartesian coordinates (Å):
Na1 -21.33811 21.01342 3.13387  0.780
B1 -20.72189 19.06326 0.88182  0.256
F1 -22.07052 19.34014 1.21336  -0.482
F2 -20.70307 18.46354 -0.30779  -0.007
F3 -20.00242 20.23706 0.92679  -0.207
F4 -20.21297 18.29458 1.99876  -0.246
C1 -13.58029 14.86071 3.49327  -0.612
O1 -14.67524 14.22771 2.87248  -0.501
C2 -16.02419 14.19575 3.44129  -0.692
C3 -16.93494 15.22183 2.86004  0.697
N1 -17.04462 15.07624 1.41432  -0.471
C4 -17.67212 16.32232 0.91723  -0.380
C5 -17.50630 16.45020 -0.60781  -0.460
O2 -16.22547 16.63188 -1.07440  -0.374
C6 -16.10969 16.60449 -2.52506  -0.851
H1 -12.75012 14.88815 2.78746  0.276
H2 -13.21715 14.59780 4.48680  0.255
H3 -14.04972 15.84441 3.50346  0.236
H4 -15.95730 14.22813 4.52875  0.288
H5 -16.32961 13.16207 3.27906  0.447
H6 -16.51770 16.19805 3.10705  0.174
H7 -17.92724 15.05813 3.28032  -0.394
H8 -16.11966 14.91178 1.04348  0.399
H9 -17.00059 17.14835 1.15138  0.342
H10 -18.64511 16.75439 1.15115  0.136
H11 -18.17984 17.23831 -0.94446  0.183
H12 -18.00232 15.63114 -1.12858  0.466
H13 -15.02711 16.47805 -2.51436  0.339
H14 -16.35950 17.43739 -3.18230  0.269
H15 -16.42769 15.73466 -3.09984  0.337
C7 -18.16735 20.34401 3.67029  0.648
O3 -18.01079 21.09738 4.84237  -0.368
C8 -16.65891 21.13240 5.38636  -0.863
C9 -16.53597 19.89566 6.24801  0.171
N2 -17.54188 19.82521 7.35203  -0.417
C10 -17.03653 18.78864 8.28706  -0.917
C11 -17.28811 17.40567 7.79760  -0.336
O4 -16.24987 17.16625 6.87682  -0.351
C12 -16.45226 16.08014 6.02295  -0.726
H16 -18.25619 19.28041 3.89153  0.091
H17 -17.36869 20.47358 2.93992  0.286
H18 -19.17512 20.53836 3.30321  -0.975
H19 -16.53463 21.90109 6.14910  0.318
H20 -15.93314 21.42067 4.62592  0.373
H21 -15.55635 19.82562 6.72084  0.425
H22 -16.77649 19.06686 5.58216  -0.171
H23 -17.59284 20.67332 7.89811  0.267
H24 -17.52786 19.03604 9.22807  0.495
H25 -15.95766 18.84956 8.42993  0.381
H26 -18.29909 17.24732 7.42218  0.218
H27 -17.03905 16.62920 8.52089  0.399
H28 -16.17144 15.15210 6.52093  0.356
H29 -15.76780 16.05244 5.17511  0.090
H30 -17.42486 16.13215 5.53360  0.416
C13 -23.74593 25.81699 6.56056  -0.750
O5 -24.51320 25.74154 5.34973  -0.313
C14 -23.85067 26.23025 4.16018  -0.603
C15 -24.78003 25.99016 2.98753  -0.595
N3 -25.08026 24.53363 2.80201  -0.248
C16 -25.20581 24.23939 1.39711  -0.894
C17 -23.87215 23.80807 0.85970  0.165
O6 -24.00284 23.25251 -0.45987  -0.474
C18 -23.02051 22.20328 -0.74174  -0.393
H31 -22.75127 25.43879 6.79659  0.299
H32 -24.33142 25.43058 7.39482  0.248
H33 -23.62976 26.90071 6.57272  0.314
H34 -22.91277 25.69638 4.00700  0.254
H35 -23.50660 27.25260 4.31673  0.449
H36 -24.20505 26.41221 2.16329  0.387
H37 -25.65991 26.62934 3.06080  0.370
H38 -25.95741 24.31336 3.25168  0.251
H39 -25.68423 25.02286 0.80941  0.285
H40 -25.91673 23.42900 1.23591  0.433
H41 -23.29423 23.13134 1.48909  0.009
H42 -23.28454 24.71876 0.74358  0.151
H43 -22.76165 22.28126 -1.79767  0.142
H44 -23.28918 21.21486 -0.36896  0.250
H45 -22.07854 22.46338 -0.25891  0.280
C19 -25.53647 18.56304 -4.03362  -0.734
O7 -24.45156 17.69719 -3.93672  -0.380
C20 -23.63626 18.04112 -2.77082  -0.918
C21 -22.91868 19.42654 -2.67123  0.571
N4 -21.77983 19.74092 -3.50382  0.330
C22 -21.91688 19.52916 -4.91226  -0.831
C23 -21.52998 18.06947 -5.28892  -0.702
O8 -20.38963 17.56169 -4.65656  -0.226
C24 -20.20562 16.17919 -4.60158  -0.636
H46 -26.35844 18.37595 -3.34262  0.305
H47 -25.97050 18.48018 -5.03005  0.276
H48 -25.24098 19.59474 -3.84287  0.310
H49 -22.96635 17.18273 -2.82053  0.184
H50 -24.04660 17.81442 -1.78679  0.541
H51 -22.54745 19.55527 -1.65451  -0.868
H52 -23.78622 20.07106 -2.81291  0.465
H53 -21.00008 19.21403 -3.13711  0.074
H54 -21.16434 20.04256 -5.51075  0.338
H55 -22.94069 19.65217 -5.26551  0.318
H56 -21.51978 18.07196 -6.37887  0.438
H57 -22.39722 17.44129 -5.08549  0.472
H58 -20.16386 15.68418 -5.57179  0.326
H59 -20.90248 15.73955 -3.88800  0.290
H60 -19.19467 16.01258 -4.22964  0.079
C25 -26.43311 17.81134 4.43604  -0.563
O9 -25.60010 17.95598 5.55694  -0.332
C26 -24.97759 16.78201 6.15037  -0.632
C27 -23.94594 16.11163 5.10782  -0.439
N5 -22.64494 16.84438 5.01662  -0.264
C28 -21.65623 16.10760 4.21552  -0.307
C29 -21.21373 14.83138 4.91396  -0.704
O10 -19.86281 14.55400 4.59762  -0.062
C30 -19.46045 13.29718 5.15454  -0.814
H61 -26.10780 16.96911 3.82536  0.289
H62 -26.34753 18.71962 3.83953  0.181
H63 -27.43151 17.72182 4.86415  0.253
H64 -25.69386 16.04251 6.50842  0.347
H65 -24.50461 16.94688 7.11845  0.353
H66 -24.24306 15.97467 4.06808  0.321
H67 -23.86880 15.07792 5.44485  0.230
H68 -22.26915 17.08379 5.92302  0.279
H69 -20.80105 16.78254 4.18049  -0.005
H70 -22.13431 16.01001 3.24083  0.316
H71 -21.89649 14.06238 4.55260  0.350
H72 -21.21568 14.93404 5.99911  0.360
H73 -19.37503 13.44396 6.23123  0.333
H74 -18.49507 13.01211 4.73635  0.087
H75 -20.21345 12.56749 4.85680  0.378
C31 -20.30755 24.00074 -2.92471  -0.802
O11 -18.92971 23.63717 -3.02402  -0.393
C32 -18.81133 22.49612 -3.82140  -1.076
C33 -18.60628 21.22726 -2.94705  0.382
N6 -17.31530 21.47797 -2.24787  -0.492
C34 -17.16418 20.73411 -0.98534  0.838
C35 -16.25681 21.59864 -0.08595  -1.052
O12 -16.78112 22.71843 0.65709  -0.411
C36 -17.59712 23.72457 -0.07635  -0.454
H76 -21.02319 23.24017 -2.61249  0.211
H77 -20.67059 24.47274 -3.83769  0.454
H78 -20.45169 24.85889 -2.26828  0.311
H79 -17.99561 22.84828 -4.45280  0.332
H80 -19.67162 22.44080 -4.48844  0.529
H81 -18.51267 20.36353 -3.60531  0.343
H82 -19.39821 21.23621 -2.19814  -0.100
H83 -17.48181 22.39710 -1.86371  0.161
H84 -16.59100 19.81594 -1.11390  0.003
H85 -18.15415 20.46634 -0.61607  -0.280
H86 -15.36594 21.99510 -0.57304  0.320
H87 -15.82718 21.00382 0.72010  0.485
H88 -18.49578 23.32224 -0.54394  0.002
H89 -16.92673 24.17866 -0.80606  0.341
H90 -17.94125 24.49803 0.61028  0.335

Cartesian forces (eV/Å) of the 2 atoms listed first:
Na 0.021 -0.618 -0.630
B -0.321 -0.724 2.125

## Properties
largest force on an atom = 4.200 eV/A
energy above the lowest of the compared OMol25 structures with the same formula, charge and spin = 7.940 eV

Record 3
A cluster of 2 separate species, C4H9NP in total in a non-equilibrium geometry, computed with the ωB97M-V functional and the def2-TZVPD basis.

Each line ends with the Mulliken charge.
Cartesian coordinates (Å):
C1 -2.51672 0.05176 0.39068  -0.244
C2 2.70702 -0.60489 -0.08791  -0.348
C3 1.24454 -0.00421 0.02189  -0.196
C4 -3.53125 -0.69189 -0.23191  -0.671
N1 3.62266 0.21186 -0.74618  -0.607
P1 -0.12834 -0.98712 0.16883  0.251
H1 -2.77437 1.02724 0.91702  0.303
H2 2.92610 -0.77622 0.98468  0.304
H3 2.56080 -1.67839 -0.53838  0.362
H4 1.30528 1.14573 -0.11268  0.335
H5 -3.46518 -1.66819 0.33710  0.334
H6 -3.16726 -1.08834 -1.25086  0.330
H7 -4.63285 -0.20478 -0.31120  0.311
H8 4.18558 0.79262 -0.18236  0.252
H9 4.38830 -0.30043 -1.40527  0.285

Cartesian forces (eV/Å) of the 2 atoms listed first:
C 2.118 1.262 0.247
C -1.971 -2.976 0.969

## Properties
largest force on an atom = 4.946 eV/A
net charge = +1
energy above the lowest of the compared OMol25 structures with the same formula, charge and spin = 6.207 eV

Record 4
The molecule CH3NO3S2 in a non-equilibrium geometry, computed with the ωB97M-V functional and the def2-TZVPD basis.

Each line ends with the Mulliken charge.
Cartesian coordinates (Å):
C1 0.15254 -0.07318 -0.17740  -0.764
N1 -1.75223 3.81565 1.33426  -0.497
O1 -1.45091 1.30300 2.10657  -0.520
O2 -1.63227 1.77765 -0.42228  -0.305
O3 0.37740 2.35942 0.64961  -0.284
S1 -1.34043 2.46687 1.29927  0.849
S2 -0.12229 1.66694 -0.63601  0.591
H1 -0.27995 -0.70583 -0.94271  0.322
H2 1.21647 -0.25912 -0.10255  0.325
H3 -0.33719 -0.22864 0.77915  0.284

Cartesian forces (eV/Å) of the 2 atoms listed first:
C -0.055 0.454 -0.242
N -0.286 0.625 0.202

## Properties
largest force on an atom = 3.385 eV/A
energy above the lowest of the compared OMol25 structures with the same formula, charge and spin = 2.263 eV